# 1
Here is a molecular structure, C2H3N3O3 from OMol25. Energies are from ωB97M-V with the def2-TZVPD basis set.

The geometry in XYZ format:
```
11
C2H3N3O3 | OMol25 | ωB97M-V with the def2-TZVPD basis set
C -0.763 0.396 0.033
C 1.326 -0.130 0.004
H -3.276 -0.814 0.805
H -1.749 -1.759 -0.170
H 3.164 -0.895 0.431
N -2.649 -0.806 -0.022
N -1.937 0.487 -0.095
N 1.514 1.121 -0.063
O 0.143 1.438 0.079
O 2.188 -1.199 0.005
O 0.167 -0.706 -0.088
```

Output
- net charge = 0
- calculated total energy (eV) = -12729.5873
- frontier orbital gap (eV) = 9.297
- E_HOMO (eV) = -9.16

Now the Mulliken charges, all in e: number 1, C, carries 0.664; number 2, C, carries 0.490; number 3, H, carries 0.236; number 4, H, carries 0.328; number 5, H, carries 0.397; number 6, N, carries -0.484; number 7, N, carries -0.248; number 8, N, carries -0.312; number 9, O, carries -0.211; number 10, O, carries -0.519; number 11, O, carries -0.340

=====

# 2
Here is 3 unconnected molecules or ions with the total composition C16H34N2O8PS from OMol25. Energies are from ωB97M-V with the def2-TZVPD basis set.

The geometry in XYZ format:
```
62
C16H34N2O8PS | OMol25 | ωB97M-V with the def2-TZVPD basis set
O -10.312 0.929 1.290
P -9.382 -0.159 1.956
O -9.037 -1.188 0.840
S -10.009 -0.855 3.610
N -7.817 0.767 2.196
C -7.567 1.855 1.474
C -6.392 2.560 1.705
C -5.568 2.060 2.681
C -5.907 0.888 3.353
N -7.025 0.246 3.110
H -10.302 1.734 1.827
H -9.071 -2.082 1.213
H -8.280 2.173 0.734
H -6.171 3.454 1.151
H -4.644 2.554 2.931
H -5.267 0.475 4.112
C 1.694 1.010 -0.394
O 0.300 1.240 -0.374
C -0.024 2.553 -0.790
C -1.503 2.659 -1.080
O -1.875 2.171 -2.359
C -1.925 0.761 -2.518
C -3.153 0.125 -1.910
O -2.985 -0.052 -0.508
C -4.196 -0.307 0.140
H 2.218 1.707 0.268
H 1.869 -0.005 -0.044
H 2.087 1.102 -1.413
H 0.542 2.817 -1.691
H 0.239 3.254 0.014
H -1.763 3.719 -1.096
H -2.086 2.181 -0.288
H -1.015 0.286 -2.147
H -1.970 0.599 -3.596
H -3.314 -0.860 -2.366
H -4.027 0.759 -2.109
H -4.877 0.553 0.033
H -3.980 -0.456 1.199
H -4.684 -1.209 -0.250
C 10.077 -1.430 -0.279
O 8.730 -1.825 -0.141
C 8.187 -1.428 1.105
C 6.682 -1.561 1.091
O 6.018 -0.471 0.465
C 6.044 -0.449 -0.954
C 5.082 -1.422 -1.595
O 5.628 -2.727 -1.623
C 4.650 -3.705 -1.886
H 10.700 -1.867 0.510
H 10.428 -1.787 -1.245
H 10.170 -0.338 -0.251
H 8.459 -0.388 1.321
H 8.599 -2.076 1.891
H 6.339 -1.544 2.128
H 6.379 -2.514 0.654
H 7.057 -0.593 -1.336
H 5.725 0.560 -1.227
H 4.886 -1.109 -2.631
H 4.137 -1.420 -1.037
H 3.892 -3.725 -1.093
H 5.148 -4.672 -1.917
H 4.161 -3.527 -2.851
```

Output
- net charge = +1
- calculated total energy (eV) = -56618.6031
- frontier orbital gap (eV) = 5.054
- E_HOMO (eV) = -10.41

Now the Mulliken charges, all in e: number 1, O, carries -0.489; number 2, P, carries 0.496; number 3, O, carries -0.433; number 4, S, carries -0.242; number 5, N, carries 0.729; number 6, C, carries 0.222; number 7, C, carries -0.758; number 8, C, carries -0.058; number 9, C, carries -0.408; number 10, N, carries -0.743; number 11, H, carries 0.383; number 12, H, carries 0.378; number 13, H, carries 0.567; number 14, H, carries 0.459; number 15, H, carries 0.415; number 16, H, carries 0.464; number 17, C, carries -0.862; number 18, O, carries -0.252; number 19, C, carries -0.603; number 20, C, carries -0.292; number 21, O, carries -0.459; number 22, C, carries -0.429; number 23, C, carries -0.566; number 24, O, carries -0.289; number 25, C, carries -0.625; number 26, H, carries 0.375; number 27, H, carries 0.252; number 28, H, carries 0.329; number 29, H, carries 0.345; number 30, H, carries 0.427; number 31, H, carries 0.407; number 32, H, carries 0.095; number 33, H, carries 0.209; number 34, H, carries 0.401; number 35, H, carries 0.432; number 36, H, carries 0.326; number 37, H, carries 0.152; number 38, H, carries 0.265; number 39, H, carries 0.369; number 40, C, carries -0.765; number 41, O, carries -0.253; number 42, C, carries -0.590; number 43, C, carries -0.434; number 44, O, carries -0.434; number 45, C, carries -0.496; number 46, C, carries -0.389; number 47, O, carries -0.278; number 48, C, carries -0.772; number 49, H, carries 0.312; number 50, H, carries 0.232; number 51, H, carries 0.317; number 52, H, carries 0.344; number 53, H, carries 0.442; number 54, H, carries 0.380; number 55, H, carries 0.227; number 56, H, carries 0.208; number 57, H, carries 0.439; number 58, H, carries 0.453; number 59, H, carries 0.194; number 60, H, carries 0.310; number 61, H, carries 0.246; number 62, H, carries 0.319

=====

# 3
Here is a molecular structure, C16H38CoS4Si2Te from OMol25. Energies are from ωB97M-V with the def2-TZVPD basis set.

The geometry in XYZ format:
```
62
C16H38CoS4Si2Te | OMol25 | ωB97M-V with the def2-TZVPD basis set
Co 1.084 0.158 0.969
C 3.045 -0.087 3.545
C 4.085 0.425 2.563
S 3.367 1.255 1.106
C 2.851 2.852 1.841
C 1.793 3.519 0.982
S 0.324 2.488 0.684
C -0.602 2.642 2.254
C -1.692 1.588 2.278
S -1.069 -0.122 2.139
C -0.424 -0.404 3.830
C 0.604 -1.523 3.861
S 1.996 -1.325 2.701
H 2.412 0.717 3.918
H 3.536 -0.574 4.387
H 4.672 -0.400 2.158
H 4.768 1.122 3.045
H 3.735 3.487 1.899
H 2.491 2.664 2.853
H 2.177 3.743 -0.014
H 1.451 4.453 1.427
H -1.046 3.637 2.284
H 0.091 2.543 3.090
H -2.362 1.710 1.426
H -2.289 1.649 3.186
H -1.278 -0.684 4.448
H -0.010 0.529 4.214
H 0.157 -2.478 3.588
H 1.028 -1.616 4.860
C -1.667 -4.970 -1.719
Si -1.268 -3.360 -0.850
C -2.810 -2.293 -0.684
C -0.395 -3.542 0.814
C 0.014 -2.484 -1.998
Te 0.664 -0.516 -1.507
C -1.123 0.476 -2.078
Si -0.859 1.437 -3.749
C -2.513 2.158 -4.256
C -0.261 0.166 -5.003
C 0.413 2.754 -3.282
H -2.338 -5.582 -1.112
H -0.774 -5.564 -1.920
H -2.168 -4.783 -2.671
H -3.520 -2.758 0.004
H -3.321 -2.200 -1.645
H -2.597 -1.291 -0.310
H 0.285 -4.396 0.810
H -1.106 -3.689 1.630
H 0.199 -2.649 1.029
H -0.391 -2.380 -3.007
H 0.917 -3.094 -2.065
H -1.401 1.182 -1.295
H -1.899 -0.280 -2.178
H -3.179 1.371 -4.614
H -2.373 2.867 -5.075
H -3.012 2.681 -3.440
H -1.094 -0.472 -5.307
H 0.526 -0.468 -4.592
H 0.132 0.634 -5.906
H -0.030 3.467 -2.583
H 0.763 3.314 -4.150
H 1.286 2.295 -2.808
```

Output
- net charge = +2
- calculated total energy (eV) = -121214.0363
- <S²> = 3.76
- 2S+1 = 4
- frontier orbital gap (alpha / beta) (eV) = 8.851 / 7.249
- E_HOMO (alpha / beta) (eV) = -14.01 / -14.13

Now the Mulliken charges, all in e: number 1, Co, carries 1.073; number 2, C, carries -0.585; number 3, C, carries -0.882; number 4, S, carries -0.011; number 5, C, carries -0.655; number 6, C, carries -0.983; number 7, S, carries 0.077; number 8, C, carries -0.757; number 9, C, carries -1.105; number 10, S, carries 0.120; number 11, C, carries -0.859; number 12, C, carries -0.797; number 13, S, carries -0.106; number 14, H, carries 0.281; number 15, H, carries 0.492; number 16, H, carries 0.477; number 17, H, carries 0.499; number 18, H, carries 0.493; number 19, H, carries 0.362; number 20, H, carries 0.431; number 21, H, carries 0.499; number 22, H, carries 0.546; number 23, H, carries 0.361; number 24, H, carries 0.442; number 25, H, carries 0.564; number 26, H, carries 0.552; number 27, H, carries 0.369; number 28, H, carries 0.386; number 29, H, carries 0.542; number 30, C, carries -1.039; number 31, Si, carries 0.037; number 32, C, carries -0.862; number 33, C, carries -0.337; number 34, C, carries -0.890; number 35, Te, carries -0.219; number 36, C, carries -0.404; number 37, Si, carries 0.159; number 38, C, carries -1.078; number 39, C, carries -0.991; number 40, C, carries -0.903; number 41, H, carries 0.339; number 42, H, carries 0.356; number 43, H, carries 0.323; number 44, H, carries 0.385; number 45, H, carries 0.400; number 46, H, carries 0.142; number 47, H, carries 0.490; number 48, H, carries 0.371; number 49, H, carries -0.415; number 50, H, carries 0.374; number 51, H, carries 0.637; number 52, H, carries 0.026; number 53, H, carries 0.283; number 54, H, carries 0.336; number 55, H, carries 0.372; number 56, H, carries 0.347; number 57, H, carries 0.327; number 58, H, carries 0.291; number 59, H, carries 0.391; number 60, H, carries 0.255; number 61, H, carries 0.444; number 62, H, carries 0.230

=====

# 4
Here is 12 unconnected molecules or ions with the total composition C28H80N8O12 from OMol25. Energies are from ωB97M-V with the def2-TZVPD basis set.

The geometry in XYZ format:
```
128
C28H80N8O12 | OMol25 | ωB97M-V with the def2-TZVPD basis set
C 0.027 3.591 3.596
O -0.390 2.677 2.946
N 0.634 4.654 3.174
N -0.092 3.564 4.889
H 0.773 4.679 2.174
H 1.240 5.187 3.781
H -0.530 2.731 5.255
H 0.567 4.204 5.310
C 0.216 -0.335 0.864
O 0.291 -1.071 1.873
N 0.052 -0.788 -0.303
N 0.024 0.923 0.921
H -0.233 -0.132 -1.016
H 0.009 -1.775 -0.511
H 0.285 1.460 0.107
H -0.135 1.266 1.858
C -1.259 1.896 -2.781
O -0.394 1.348 -2.134
N -1.155 3.013 -3.443
N -2.476 1.432 -2.885
H -1.966 3.417 -3.887
H -0.322 3.584 -3.438
H -3.062 2.092 -3.375
H -2.621 0.516 -2.487
C -2.633 -1.575 4.010
O -3.480 -1.801 4.900
N -2.213 -2.531 3.275
N -2.116 -0.412 3.744
H -1.486 -2.304 2.612
H -2.678 -3.426 3.224
H -2.451 0.318 4.356
H -1.433 -0.280 3.013
C -3.498 4.752 2.046
C -3.661 3.363 1.379
C -2.998 3.245 0.006
O -3.147 2.360 2.247
H -3.638 5.639 1.427
H -2.586 4.918 2.619
H -4.340 4.913 2.719
H -4.730 3.166 1.303
H -1.917 3.186 0.133
H -3.136 3.933 -0.828
H -3.274 2.289 -0.439
H -2.203 2.539 2.259
C 2.526 0.496 5.012
C 2.776 -0.905 4.385
C 1.609 -1.850 4.567
O 2.957 -0.811 3.035
H 1.935 0.419 5.924
H 1.961 1.113 4.313
H 3.494 0.872 5.343
H 3.602 -1.522 4.738
H 1.772 -2.785 4.031
H 0.591 -1.480 4.441
H 1.655 -2.194 5.601
H 2.152 -0.749 2.515
C 2.842 5.852 -0.973
C 1.513 5.857 -0.438
C 0.478 5.834 -1.542
O 1.428 4.712 0.398
H 2.960 6.683 -1.669
H 3.142 4.953 -1.512
H 3.579 5.871 -0.170
H 1.373 6.748 0.174
H 0.648 6.696 -2.186
H -0.516 5.849 -1.094
H 0.671 4.941 -2.137
H 1.723 3.952 -0.110
C -0.471 -5.870 -0.101
C -0.615 -4.801 -1.294
C -1.426 -5.445 -2.461
O -1.388 -3.801 -0.766
H 0.107 -6.755 -0.366
H -1.410 -6.273 0.278
H -0.004 -5.480 0.803
H 0.359 -4.452 -1.635
H -1.204 -6.505 -2.593
H -1.197 -4.989 -3.425
H -2.501 -5.444 -2.286
H -2.066 -4.219 -0.230
C 2.779 0.424 -1.997
C 2.909 1.964 -1.998
C 2.935 2.539 -3.455
O 1.825 2.504 -1.270
H 2.848 0.094 -0.961
H 3.497 -0.062 -2.658
H 1.858 0.111 -2.490
H 3.859 2.272 -1.562
H 2.923 3.629 -3.486
H 2.079 2.227 -4.054
H 3.858 2.190 -3.919
H 1.036 2.060 -1.588
C -4.438 -3.103 -0.517
C -3.946 -1.757 -0.898
C -3.198 -1.187 0.360
O -2.966 -1.980 -1.930
H -4.803 -3.640 -1.393
H -5.354 -3.067 0.073
H -3.748 -3.702 0.076
H -4.799 -1.137 -1.173
H -2.371 -1.842 0.637
H -3.865 -1.169 1.222
H -2.884 -0.156 0.196
H -2.359 -2.631 -1.573
C -0.191 -1.251 -4.687
C 0.428 -2.645 -4.912
C 0.340 -3.120 -6.375
O 1.765 -2.557 -4.602
H -1.276 -1.355 -4.662
H -0.019 -0.494 -5.452
H 0.041 -0.875 -3.691
H -0.156 -3.367 -4.340
H -0.555 -3.725 -6.516
H 1.222 -3.632 -6.758
H 0.193 -2.260 -7.028
H 2.023 -3.453 -4.372
C 2.311 -4.090 1.066
C 3.739 -3.917 1.441
C 4.302 -2.623 0.706
O 3.879 -3.554 2.806
H 1.703 -3.186 1.094
H 1.847 -4.839 1.709
H 2.446 -4.393 0.028
H 4.375 -4.784 1.265
H 3.498 -1.888 0.661
H 4.705 -2.807 -0.290
H 5.057 -2.101 1.293
H 3.731 -2.612 2.915
```

Output
- net charge = 0
- calculated total energy (eV) = -66825.5163
- frontier orbital gap (eV) = 8.633
- E_HOMO (eV) = -8.55

Atomic partial charges in e from the Mulliken method, atoms 1 to 99: number 1, C, carries 0.290; number 2, O, carries -0.581; number 3, N, carries -0.213; number 4, N, carries -0.410; number 5, H, carries 0.243; number 6, H, carries 0.202; number 7, H, carries 0.296; number 8, H, carries 0.146; number 9, C, carries 0.464; number 10, O, carries -0.313; number 11, N, carries 1.293; number 12, N, carries 1.352; number 13, H, carries -0.472; number 14, H, carries -0.415; number 15, H, carries -0.583; number 16, H, carries -0.330; number 17, C, carries 0.238; number 18, O, carries 0.380; number 19, N, carries -0.495; number 20, N, carries -0.479; number 21, H, carries 0.160; number 22, H, carries 0.166; number 23, H, carries 0.126; number 24, H, carries -0.060; number 25, C, carries 0.557; number 26, O, carries -0.819; number 27, N, carries -0.049; number 28, N, carries 0.153; number 29, H, carries -0.138; number 30, H, carries 0.184; number 31, H, carries 0.072; number 32, H, carries -0.298; number 33, C, carries -1.384; number 34, C, carries 0.371; number 35, C, carries -0.590; number 36, O, carries -0.416; number 37, H, carries 0.383; number 38, H, carries 0.226; number 39, H, carries 0.360; number 40, H, carries 0.452; number 41, H, carries -0.114; number 42, H, carries 0.462; number 43, H, carries 0.126; number 44, H, carries 0.110; number 45, C, carries -1.319; number 46, C, carries 0.491; number 47, C, carries -1.287; number 48, O, carries -0.686; number 49, H, carries 0.411; number 50, H, carries 0.065; number 51, H, carries 0.388; number 52, H, carries 0.455; number 53, H, carries 0.258; number 54, H, carries 0.198; number 55, H, carries 0.551; number 56, H, carries 0.137; number 57, C, carries -1.468; number 58, C, carries 0.784; number 59, C, carries -0.774; number 60, O, carries -0.579; number 61, H, carries 0.398; number 62, H, carries 0.058; number 63, H, carries 0.386; number 64, H, carries 0.394; number 65, H, carries 0.525; number 66, H, carries 0.257; number 67, H, carries -0.368; number 68, H, carries 0.268; number 69, C, carries -1.477; number 70, C, carries 0.622; number 71, C, carries -1.275; number 72, O, carries 0.121; number 73, H, carries 0.431; number 74, H, carries 0.450; number 75, H, carries 0.273; number 76, H, carries 0.195; number 77, H, carries 0.459; number 78, H, carries 0.161; number 79, H, carries 0.204; number 80, H, carries -0.140; number 81, C, carries -0.734; number 82, C, carries 0.409; number 83, C, carries -1.398; number 84, O, carries 0.050; number 85, H, carries 0.056; number 86, H, carries 0.592; number 87, H, carries -0.190; number 88, H, carries 0.547; number 89, H, carries 0.319; number 90, H, carries 0.206; number 91, H, carries 0.473; number 92, H, carries -0.543; number 93, C, carries -1.542; number 94, C, carries -0.089; number 95, C, carries 0.629; number 96, O, carries -0.575; number 97, H, carries 0.358; number 98, H, carries 0.510; number 99, H, carries 0.153